[1]
The molecule C4H12N2O in a non-equilibrium geometry, computed with ωB97M-V/def2-TZVPD.

XYZ file:
```
19
Properties=species:S:1:pos:R:3
C -1.464 1.017 0.395
C -0.872 -0.052 1.265
O -0.984 0.406 2.688
C 0.585 -0.419 0.982
N 0.628 -0.863 -0.455
C 1.566 -0.254 -1.363
N 1.020 0.154 -2.654
H -0.847 1.907 0.419
H -1.739 0.500 -0.543
H -2.520 1.168 0.671
H -1.457 -0.980 1.366
H -1.869 0.127 2.928
H 0.929 -1.222 1.633
H 1.183 0.514 1.041
H 0.673 -1.863 -0.291
H 2.374 -1.016 -1.617
H 1.832 0.643 -0.807
H 0.361 0.915 -2.618
H 0.602 -0.683 -3.041
```

## Properties
* net charge: 0
* SMILES string: C[C@H](O)CNCN
* HOMO-LUMO gap: 9.87 eV
* HOMO energy: -8.94 eV
* energy relative to the best compared isomer or geometry (same formula, charge and spin): 2.250 eV
* E_tot: -344.3023 a.u.

---

[2]
The molecule C5H10FPS2 in a non-equilibrium geometry, computed with ωB97M-V/def2-TZVPD.

XYZ file:
```
19
Properties=species:S:1:pos:R:3
C -1.165 -0.655 -1.176
C -0.645 -0.057 0.123
C -1.037 -0.801 1.354
C -0.780 1.460 0.199
P 1.220 -0.420 -0.015
F 1.474 -0.020 1.530
S 1.645 -2.381 -0.362
C 2.392 0.660 -0.834
S 3.271 1.779 -0.008
H -2.161 -1.075 -1.108
H -0.975 0.040 -2.006
H -0.519 -1.407 -1.559
H -0.982 -0.290 2.299
H -0.274 -1.535 1.638
H -1.951 -1.278 1.258
H 0.087 1.921 0.735
H -0.531 1.783 -0.812
H -1.810 1.882 0.513
H 2.743 0.392 -1.769
```

## Properties
* net charge: 0
* SMILES string: CC(C)(C)[P@@](F)(=S)C=S
* HOMO-LUMO gap: 7.14 eV
* HOMO energy: -8.92 eV
* energy relative to the best compared isomer or geometry (same formula, charge and spin): 0.000 eV
* E_tot: -1434.0870 a.u.

---

[3]
A 14-piece molecular cluster, C52H103NO41 overall in a non-equilibrium geometry, computed with ωB97M-V/def2-TZVPD.

XYZ file:
```
197
Properties=species:S:1:pos:R:3
C -4.268 -1.344 -6.282
C -4.271 -2.642 -6.992
O -4.737 -3.692 -6.150
C -3.938 -4.132 -5.125
O -2.797 -3.696 -4.916
O -4.682 -4.953 -4.364
C -4.074 -5.722 -3.324
H -3.955 -0.562 -6.973
H -3.631 -1.406 -5.399
H -5.248 -1.093 -5.875
H -3.302 -2.923 -7.403
H -4.912 -2.590 -7.873
H -3.441 -5.134 -2.660
H -3.474 -6.485 -3.821
H -4.786 -6.188 -2.643
C 1.186 1.703 0.600
C 0.122 1.725 -0.456
O -0.361 0.476 -0.550
C -1.291 0.163 -1.527
O -1.722 0.965 -2.338
O -1.538 -1.113 -1.394
C -2.236 -1.834 -2.420
H 0.868 1.326 1.572
H 1.493 2.714 0.869
H 2.093 1.197 0.268
H 0.612 2.023 -1.383
H -0.672 2.460 -0.322
H -2.106 -2.886 -2.167
H -1.754 -1.687 -3.386
H -3.313 -1.686 -2.499
C 1.802 2.335 -5.136
C 2.857 1.994 -4.083
O 2.491 0.732 -3.565
C 3.190 0.143 -2.586
O 4.174 0.620 -2.023
O 2.487 -1.014 -2.167
C 1.511 -1.546 -3.003
H 0.846 2.124 -4.656
H 1.924 1.733 -6.036
H 1.956 3.343 -5.522
H 2.904 2.859 -3.422
H 3.872 2.012 -4.480
H 1.237 -2.567 -2.735
H 1.831 -1.623 -4.042
H 0.533 -1.068 -3.049
C 0.416 5.329 8.484
C 0.033 3.832 8.473
O -0.518 3.407 7.242
C 0.247 3.133 6.221
O 1.361 2.649 6.248
O -0.483 3.387 5.156
C 0.138 3.512 3.872
H -0.216 6.039 7.950
H 1.384 5.577 8.048
H 0.657 5.746 9.462
H -0.624 3.631 9.320
H 0.938 3.268 8.700
H 1.020 4.153 3.886
H -0.569 3.791 3.091
H 0.445 2.510 3.574
C -5.455 -2.056 0.433
C -4.191 -2.865 0.188
O -3.653 -3.440 1.382
C -3.980 -4.690 1.890
O -4.528 -5.602 1.194
O -3.579 -4.836 3.130
C -4.049 -5.924 3.941
H -5.159 -1.123 0.911
H -6.180 -2.596 1.043
H -5.856 -1.778 -0.541
H -3.424 -2.159 -0.132
H -4.270 -3.699 -0.509
H -5.028 -5.651 4.335
H -3.319 -6.071 4.737
H -4.212 -6.825 3.350
C 3.777 0.718 4.998
C 2.409 0.033 4.626
O 2.544 -0.952 3.635
C 3.257 -2.060 3.763
O 3.964 -2.420 4.743
O 3.194 -2.702 2.657
C 3.839 -3.957 2.426
H 3.735 1.525 5.729
H 4.129 1.226 4.101
H 4.588 0.022 5.210
H 1.706 0.795 4.289
H 2.017 -0.371 5.560
H 3.636 -4.622 3.265
H 4.927 -3.893 2.410
H 3.398 -4.452 1.561
C -5.510 1.614 -1.729
C -4.374 2.208 -0.860
O -4.828 2.602 0.384
C -3.971 3.195 1.250
O -2.750 3.386 1.136
O -4.682 3.799 2.176
C -4.101 4.486 3.235
H -5.064 1.117 -2.591
H -6.172 2.451 -1.951
H -6.167 0.883 -1.257
H -3.982 3.077 -1.388
H -3.520 1.548 -0.710
H -3.619 3.703 3.821
H -4.781 5.011 3.906
H -3.220 5.065 2.962
C -0.217 -2.620 1.460
C 0.610 -2.973 0.304
O -0.152 -3.757 -0.584
C -0.173 -5.119 -0.423
O 0.557 -5.842 0.268
O -1.143 -5.619 -1.177
C -1.245 -7.022 -1.564
H -1.068 -2.004 1.168
H 0.382 -2.096 2.204
H -0.518 -3.480 2.058
H 1.501 -3.440 0.723
H 0.995 -2.094 -0.213
H -1.880 -7.487 -0.810
H -0.268 -7.450 -1.791
H -1.884 -7.099 -2.444
C -1.878 0.153 2.789
C -2.524 -0.945 3.691
O -1.813 -1.124 4.971
C -1.975 -0.337 6.031
O -2.845 0.482 6.210
O -0.893 -0.516 6.868
C -0.753 0.193 8.112
H -1.944 1.107 3.311
H -2.421 0.276 1.852
H -0.840 0.036 2.479
H -2.597 -1.881 3.137
H -3.585 -0.749 3.849
H -1.331 -0.300 8.894
H -0.946 1.261 8.015
H 0.318 0.097 8.290
C -0.310 -0.493 -6.187
C -0.729 -1.806 -6.929
O 0.358 -2.320 -7.644
C 0.188 -3.368 -8.380
O -0.792 -4.091 -8.497
O 1.310 -3.514 -9.077
C 1.430 -4.380 -10.196
H -1.080 -0.080 -5.536
H -0.011 0.307 -6.865
H 0.493 -0.630 -5.464
H -1.574 -1.540 -7.565
H -1.018 -2.568 -6.205
H 1.019 -3.896 -11.082
H 1.030 -5.380 -10.029
H 2.476 -4.466 -10.489
C 3.950 4.521 3.800
C 5.260 4.279 3.065
O 4.981 4.352 1.717
C 6.050 4.234 0.897
O 7.237 4.203 1.288
O 5.724 4.026 -0.428
C 4.435 3.923 -0.913
H 3.479 5.482 3.593
H 4.259 4.534 4.845
H 3.280 3.682 3.610
H 5.726 3.313 3.260
H 5.919 5.103 3.340
H 3.921 3.167 -0.320
H 4.511 3.487 -1.909
H 3.774 4.789 -0.873
C 5.074 0.998 1.469
C 6.244 0.478 2.221
O 6.979 -0.419 1.454
C 7.099 -1.743 1.826
O 6.703 -2.215 2.878
O 7.680 -2.441 0.787
C 7.941 -3.825 0.886
H 4.460 1.817 1.843
H 4.361 0.190 1.304
H 5.459 1.298 0.494
H 5.928 0.128 3.203
H 6.904 1.305 2.481
H 8.700 -4.260 0.236
H 7.008 -4.276 0.546
H 8.090 -4.148 1.917
C -2.808 3.020 -4.719
C -1.605 3.612 -4.011
O -1.007 4.472 -4.888
C -1.230 3.935 -6.064
O -0.614 4.130 -7.107
O -2.276 3.072 -5.951
H -3.706 3.637 -4.679
H -3.033 1.977 -4.493
H -0.949 2.900 -3.510
H -1.948 4.170 -3.140
C -1.301 5.590 -0.378
N -1.458 6.205 1.005
O -2.551 6.709 1.170
O -0.473 6.117 1.808
H -0.472 6.063 -0.905
H -2.204 5.676 -0.982
H -0.963 4.567 -0.210
```

## Properties
* net charge: 0
* HOMO-LUMO gap: 9.68 eV
* HOMO energy: -9.94 eV
* energy relative to the best compared isomer or geometry (same formula, charge and spin): 2.491 eV
* E_tot: -5182.5998 a.u.

---

| no. | LUMO (eV) |
| --- | --- |
| 1 | 0.9 |
| 2 | -1.8 |
| 3 | -0.3 |